# C7H6F15HfN2O19S5

A molecular structure, C7H6F15HfN2O19S5 at a distorted geometry (ωB97M-V/def2-TZVPD, OMol25).

Calculated values
Net charge   -1
Electronic energy   -5346.33035 Eh
LUMO   1.032 eV
HOMO   -6.540 eV
Gap between HOMO and LUMO   7.57 eV

Element x y z (Å)
Hf 11.262 -28.995 -18.076
C 9.665 -29.184 -13.471
F 8.794 -29.053 -12.594
F 10.592 -28.195 -13.387
F 10.387 -30.311 -13.400
S 8.875 -29.093 -15.227
O 8.278 -30.380 -15.293
O 7.852 -28.026 -15.273
O 9.995 -28.921 -16.189
C 15.412 -29.590 -16.629
F 15.925 -30.156 -15.571
F 15.325 -28.257 -16.508
F 16.200 -29.852 -17.632
S 13.737 -30.442 -16.946
O 12.708 -29.680 -16.325
O 13.312 -30.213 -18.389
O 13.819 -31.831 -16.500
C 9.000 -24.630 -19.379
F 8.477 -25.461 -20.319
F 10.185 -23.988 -19.715
F 8.044 -23.743 -19.100
S 9.253 -25.890 -17.843
O 9.901 -25.122 -16.811
O 7.913 -26.329 -17.351
O 10.085 -27.041 -18.237
C 6.728 -31.170 -18.915
F 5.382 -31.157 -18.918
F 7.042 -31.974 -17.868
F 7.271 -31.813 -19.999
S 7.522 -29.393 -18.781
O 7.339 -28.748 -20.074
O 6.765 -28.698 -17.685
O 8.930 -29.481 -18.415
C 15.063 -27.628 -20.323
F 15.929 -27.238 -19.380
F 15.289 -26.938 -21.430
F 15.168 -28.944 -20.507
S 13.259 -27.323 -19.614
O 12.463 -28.453 -20.034
O 13.073 -27.563 -18.233
O 12.786 -26.014 -20.070
C 11.231 -32.748 -15.394
N 10.377 -32.252 -16.409
O 10.744 -31.287 -17.070
O 9.480 -32.989 -16.667
H 10.632 -33.291 -14.664
H 11.848 -31.986 -14.917
H 12.092 -33.319 -15.742
C 10.432 -32.257 -21.748
N 10.996 -32.037 -20.359
O 10.892 -30.905 -19.877
O 11.418 -32.945 -19.645
H 11.101 -31.730 -22.428
H 9.510 -31.676 -21.737
H 10.140 -33.303 -21.840